248
Properties=species:S:1:pos:R:3 method="wB97M-V/def2-TZVPD" multiplicity=1 total_energy_ha=-5648.27753 gap_ev=7.8 total_charge=0 lumo_energy_ev=-0.53
C -20.09354 -20.97056 16.94249
C -21.52940 -20.41911 17.31189
O -22.61050 -21.12284 16.71302
H -19.31667 -20.64774 17.63556
H -19.93964 -20.80521 15.87615
H -19.99151 -22.05269 17.02426
H -21.69624 -19.38699 17.00369
H -21.59774 -20.70473 18.36158
H -23.37690 -20.55280 16.61662
C -14.64644 -23.02112 15.64313
C -15.91111 -23.65752 15.03547
O -17.02538 -22.79993 14.88092
H -13.87766 -23.79382 15.64715
H -14.82128 -22.67142 16.66060
H -14.34254 -22.15525 15.05490
H -16.23566 -24.52738 15.60653
H -15.79137 -24.02825 14.01747
H -17.78537 -23.34043 14.65317
C -25.14630 -28.90075 18.21970
O -25.88622 -29.81949 18.65054
N -24.42466 -28.80264 17.14838
N -24.75068 -27.93936 18.94973
H -24.48124 -29.59109 16.51969
H -23.77908 -28.02929 17.07591
H -25.06363 -27.87939 19.90815
H -24.18410 -27.24178 18.48879
C -25.18307 -19.30212 16.86580
O -24.77156 -18.68376 15.98101
N -25.94091 -20.33390 16.60972
N -25.21089 -18.96315 18.11396
H -25.92920 -20.74853 15.68882
H -26.27097 -21.02014 17.27322
H -24.97065 -18.00052 18.30297
H -25.30836 -19.71796 18.77793
C -30.44851 -22.50814 14.41686
O -30.12510 -21.38170 14.43709
N -30.39057 -23.30489 15.49303
N -30.84367 -23.09959 13.29428
H -29.96112 -22.96553 16.34186
H -30.89041 -24.17519 15.60636
H -30.95043 -22.59418 12.42637
H -31.21524 -24.03310 13.39720
C -28.14287 -22.44246 18.74972
O -27.08880 -21.83113 18.55967
N -28.97064 -22.07558 19.70451
N -28.51132 -23.27943 17.83732
H -28.63439 -21.31627 20.27939
H -29.94970 -22.32292 19.68520
H -29.05220 -24.10173 18.06398
H -27.77305 -23.57012 17.21238
C -26.00430 -15.00365 14.70061
O -27.07823 -14.62354 14.32387
N -24.84509 -14.42770 14.55651
N -25.93689 -16.16633 15.19179
H -24.06521 -14.61049 15.17172
H -24.97387 -13.46654 14.27422
H -25.09052 -16.71624 15.15490
H -26.77361 -16.70965 15.03430
C -18.86027 -26.11357 14.64910
O -18.72496 -24.95594 14.92249
N -19.88143 -26.85594 15.14070
N -18.28266 -26.71337 13.64624
H -20.01384 -27.80355 14.81728
H -20.55262 -26.71027 15.88123
H -18.43025 -27.71157 13.60255
H -17.86902 -26.10811 12.95150
C -23.38226 -17.87338 11.77821
O -22.38096 -17.71515 11.30099
N -24.49918 -17.75570 11.14305
N -23.72945 -18.02148 13.02503
H -25.27861 -18.20984 11.59731
H -24.31732 -17.81807 10.15152
H -23.02836 -18.22328 13.72349
H -24.70263 -17.93066 13.27957
C -30.23276 -18.88267 17.35938
O -30.52502 -17.90471 17.93879
N -30.51356 -19.21619 16.11570
N -29.51184 -19.89314 17.86435
H -31.04689 -18.46204 15.70715
H -30.14220 -20.00133 15.60021
H -29.22730 -20.59790 17.19918
H -28.94043 -19.60901 18.64720
C -27.21254 -21.00196 8.65054
O -27.43873 -21.92121 9.43543
N -27.18384 -19.71372 8.88224
N -26.94972 -21.13783 7.37336
H -26.94931 -19.05795 8.15076
H -27.07137 -19.60668 9.88024
H -26.87074 -22.05907 6.96695
H -27.06943 -20.35956 6.74086
C -27.60846 -19.84273 12.73818
O -26.97962 -19.14617 11.90256
N -27.89618 -19.54724 13.97281
N -28.22459 -20.91284 12.29285
H -28.48814 -20.25527 14.38315
H -27.68996 -18.61943 14.31450
H -28.87492 -21.48349 12.81393
H -27.96335 -21.06676 11.32944
C -22.92377 -20.95143 8.93110
O -22.96559 -20.11823 8.02182
N -23.65419 -21.99838 9.04280
N -22.32999 -20.89117 10.09072
H -23.39378 -22.76165 9.65084
H -24.33014 -22.22307 8.32676
H -21.98527 -19.97565 10.34188
H -22.68400 -21.48376 10.82802
C -22.14102 -24.95447 10.57790
O -23.22351 -24.49052 10.23138
N -21.54999 -25.86077 9.97444
N -21.38320 -24.59481 11.53029
H -20.58103 -26.13324 10.05796
H -22.07636 -26.27865 9.22052
H -21.53645 -23.65693 11.87232
H -20.54100 -25.08778 11.79066
C -29.19942 -25.21413 10.34127
O -30.04967 -24.34407 10.61933
N -29.24345 -26.48498 10.60517
N -27.96258 -24.91194 10.09422
H -30.12226 -26.82993 10.96405
H -28.47320 -27.13051 10.50471
H -27.89752 -23.94519 9.80917
H -27.20230 -25.49705 10.41001
C -23.07797 -25.28510 16.74194
O -22.76554 -26.45464 16.88333
N -22.18653 -24.37382 16.52213
N -24.32707 -24.95328 16.86385
H -22.40080 -23.38693 16.53749
H -21.23830 -24.69179 16.38123
H -25.14602 -25.54416 16.88059
H -24.36488 -23.95874 17.03574
C -19.99618 -17.68627 14.43340
O -20.82096 -16.96195 14.95415
N -19.96345 -17.71699 13.13180
N -19.09401 -18.46365 15.08449
H -20.48631 -17.03064 12.60678
H -19.40089 -18.42541 12.68261
H -18.79035 -18.19003 16.00808
H -18.41790 -18.99886 14.55863
C -27.73720 -26.37954 16.44136
O -27.17416 -25.29239 16.29861
N -27.53148 -27.38915 15.66164
N -28.65101 -26.62288 17.30480
H -27.91460 -28.25148 16.02178
H -26.83983 -27.45892 14.92894
H -29.12017 -27.51515 17.24293
H -29.03380 -25.95008 17.95358
C -23.79008 -21.59054 20.27877
C -24.13280 -22.67099 21.24596
C -24.47260 -24.05271 20.58332
O -24.47105 -25.18110 21.50333
C -25.62956 -25.34314 22.36137
N -23.00476 -22.79933 22.15319
H -24.15845 -21.87451 19.29299
H -22.75976 -21.66379 19.93067
H -24.03061 -20.56227 20.54880
H -24.79227 -22.37495 22.06177
H -23.64197 -24.30463 19.92400
H -25.27094 -24.00529 19.84270
H -26.55598 -25.54929 21.82532
H -25.84863 -24.40792 22.87660
H -25.32119 -26.15381 23.02154
H -22.13001 -22.96065 21.67476
H -23.13960 -23.74822 22.47179
C -19.38380 -22.40831 9.91912
C -17.97752 -22.93419 10.19129
C -17.92506 -24.03283 11.32376
O -18.91478 -25.10199 11.10278
C -18.48176 -25.97332 10.07133
N -17.28311 -23.37886 9.00198
H -19.42237 -21.71858 9.07598
H -19.68585 -21.96054 10.86588
H -20.10843 -23.19532 9.71024
H -17.32356 -22.14802 10.56863
H -18.02161 -23.56714 12.30453
H -16.90121 -24.39519 11.41609
H -18.68423 -26.99972 10.37728
H -17.43505 -25.90565 9.77482
H -19.08805 -25.90561 9.16805
H -17.86227 -23.77954 8.27800
H -16.86015 -22.59765 8.52144
C -30.52265 -26.83930 13.83846
C -32.01273 -26.52147 13.87476
C -33.07348 -27.53089 13.63218
O -34.30402 -26.78210 13.57681
C -34.67787 -26.25859 12.28595
N -32.31865 -25.60780 15.05533
H -29.92055 -26.00097 14.18887
H -30.19394 -27.12688 12.83979
H -30.36154 -27.67587 14.51838
H -32.13850 -25.98033 12.93697
H -33.12185 -28.26937 14.43244
H -32.93810 -28.16516 12.75613
H -33.87665 -26.24717 11.54702
H -35.18607 -25.29453 12.30627
H -35.38348 -26.96248 11.84465
H -32.38929 -26.10331 15.93260
H -33.24180 -25.19823 15.04298
C -26.28278 -28.92131 11.25019
C -25.81302 -27.55709 11.84257
C -24.61061 -27.77798 12.75461
O -23.47001 -27.80701 11.96515
C -22.25182 -27.60890 12.78978
N -25.56793 -26.54445 10.86409
H -26.04472 -29.84045 11.78555
H -25.92328 -29.02738 10.22666
H -27.36532 -28.79467 11.26311
H -26.60696 -27.17456 12.48399
H -24.52758 -28.74739 13.24600
H -24.65038 -27.05353 13.56805
H -21.43901 -27.58867 12.06381
H -22.07230 -28.26207 13.64374
H -22.32499 -26.62644 13.25617
H -24.93946 -26.85762 10.13810
H -24.90671 -25.93152 11.31928
C -25.27497 -24.28961 13.46999
C -25.06157 -22.88931 13.97079
C -24.52089 -21.90953 12.80702
O -23.20833 -22.14924 12.33923
C -22.15223 -21.86549 13.33846
N -26.23409 -22.57073 14.73413
H -25.78279 -24.45571 12.51992
H -25.69852 -25.04350 14.13357
H -24.26559 -24.69356 13.39192
H -24.31202 -22.84643 14.76101
H -24.46533 -20.92126 13.26345
H -25.26858 -21.89870 12.01396
H -21.18395 -22.14793 12.92524
H -22.28403 -22.36988 14.29571
H -22.23652 -20.78920 13.48872
H -26.25752 -23.43541 15.25554
H -27.06490 -22.64377 14.16446
C -31.08389 -17.28233 13.14051
C -31.76127 -18.19295 12.11066
C -31.05913 -18.06566 10.66786
O -31.85740 -18.37663 9.57589
C -32.81378 -17.39666 9.24271
N -31.66924 -19.49307 12.80899
H -30.06998 -17.67996 13.18511
H -31.56645 -17.20096 14.11448
H -30.93333 -16.25669 12.80363
H -32.78646 -17.85986 11.94894
H -30.13692 -18.64643 10.68641
H -30.73657 -17.04783 10.44859
H -32.69112 -16.39917 9.66470
H -33.77225 -17.88673 9.41379
H -32.73773 -17.27636 8.16204
H -32.02260 -20.27377 12.27445
H -30.70640 -19.79065 12.87601